(1)
Here is C9H15FN4O in the gas phase from the OMol25 dataset. Energies are from ωB97M-V/def2-TZVPD.

Atoms and positions in Å:
O1 0.84937 -0.97530 3.24928
C1 0.11472 0.07395 2.62537
C2 -1.35600 -0.30956 2.66784
C3 -2.31098 0.83951 2.31093
C4 -2.77992 0.89795 0.83766
C5 -1.76137 0.42922 -0.15093
N1 -0.77637 1.26713 -0.47443
N2 0.11010 0.86889 -1.35135
C6 -0.02310 -0.35070 -1.86839
C7 0.96539 -0.83259 -2.88812
C8 2.22198 0.02356 -3.00767
C9 3.19067 -0.21192 -1.86815
F1 3.62280 -1.54524 -1.88385
N3 -1.01016 -1.19475 -1.53981
N4 -1.89605 -0.79728 -0.67367
H1 1.78290 -0.86845 3.03952
H2 0.25355 1.01625 3.17232
H3 0.46625 0.22529 1.59961
H4 -1.53508 -1.17795 2.02630
H5 -1.55277 -0.63803 3.69274
H6 -3.20742 0.74599 2.92738
H7 -1.84980 1.79548 2.57601
H8 -3.03150 1.92754 0.57491
H9 -3.67622 0.29063 0.70210
H10 1.23423 -1.85748 -2.61723
H11 0.45136 -0.90280 -3.85154
H12 2.73110 -0.20826 -3.94651
H13 1.97144 1.08683 -3.02127
H14 2.72646 -0.04041 -0.89243
H15 4.07441 0.42250 -1.96662

Cartesian forces (eV/Å) of the 2 atoms listed first:
O 0.06 0.02 -0.11
C -0.03 -0.06 0.03

Computed properties:
**HOMO-LUMO gap**: 8.62 eV
**SMILES string**: OCCCCc1nnc(CCCF)nn1
**E_HOMO**: -0.3420 Eh
**Strongest force on any atom**: 0.004 Eh/bohr

Atomic partial charges in e from the Löwdin method, atoms 1 to 4: atom 1 (O): -0.068, atom 2 (C): -0.274, atom 3 (C): -0.188, atom 4 (C): -0.179

(2)
Here is a molecular structure, C2H2Li2O2 from the OMol25 dataset. Energies are from ωB97M-V/def2-TZVPD.

Atoms and positions in Å:
O1 1.22368 -0.54727 1.09590
C1 0.45130 0.33531 1.04109
C2 -0.38821 1.28861 0.69794
O2 0.30388 -1.18650 -1.86949
Li1 -1.32859 -1.61634 -1.86317
Li2 1.15461 -1.70932 -0.43801
H1 0.00896 2.22760 0.30931
H2 -1.42563 1.20791 1.02642

Cartesian forces (eV/Å) of the 2 atoms listed first:
O -0.36 0.42 0.88
C -0.07 0.39 -1.49

Computed properties:
**HOMO-LUMO gap**: 6.14 eV
**E_HOMO**: -0.2340 Eh
**Strongest force on any atom**: 0.031 Eh/bohr

Atomic partial charges in e from the Löwdin method, atoms 1 to 4: atom 1 (O): 0.060, atom 2 (C): -0.276, atom 3 (C): 0.033, atom 4 (O): -1.172

(3)
Here is C5H9NO in the gas phase from the OMol25 dataset. Energies are from ωB97M-V/def2-TZVPD.

Atoms and positions in Å:
C1 -0.44481 1.92339 -0.68590
C2 -0.05474 0.59773 -0.11314
C3 -0.28481 0.45465 1.35989
C4 -0.09616 -2.25096 0.08848
N1 0.87469 -1.58207 -0.41527
C5 0.72834 -0.18842 -0.92917
O1 1.30422 0.02125 -2.00384
H1 0.09517 2.75309 -0.21841
H2 -1.50949 2.14304 -0.53810
H3 -0.23498 1.95018 -1.75244
H4 0.02946 1.38519 1.85292
H5 0.27668 -0.36296 1.82475
H6 -1.34228 0.32247 1.61019
H7 0.01801 -3.21014 0.56027
H8 -1.09828 -1.89001 -0.00484
H9 1.73898 -2.06641 -0.63539

Cartesian forces (eV/Å) of the 2 atoms listed first:
C 0.00 0.24 -0.12
C 0.13 0.09 -0.17

Computed properties:
**HOMO-LUMO gap (alpha / beta)**: 6.14 / 6.14 eV
**E_HOMO (alpha / beta)**: -0.2513 / -0.2513 Eh
**Strongest force on any atom**: 0.014 Eh/bohr

Atomic partial charges in e from the Löwdin method, atoms 1 to 4: atom 1 (C): -0.073, atom 2 (C): -0.303, atom 3 (C): -0.105, atom 4 (C): 0.104

(4)
Here is C5H15N3O in the gas phase from the OMol25 dataset. Energies are from ωB97M-V/def2-TZVPD.

Atoms and positions in Å:
C1 -0.13627 -0.04972 -1.96934
C2 -0.72496 0.37610 -0.62238
C3 -1.41141 1.73618 -0.76078
C4 0.37642 0.14467 0.71537
C5 -0.37740 0.46229 1.99578
O1 1.41072 1.02668 0.41834
N1 0.93192 -1.16987 0.81320
N2 -0.01990 -2.19887 0.89441
N3 2.06480 -1.49539 0.02897
H1 0.11163 -1.11221 -1.98506
H2 0.76155 0.53303 -2.18935
H3 -0.85841 0.09925 -2.77592
H4 -1.50493 -0.34743 -0.36188
H5 -2.12278 1.72527 -1.58997
H6 -1.94407 2.01344 0.14699
H7 -0.67118 2.50776 -0.97886
H8 -1.20862 -0.22303 2.12509
H9 0.31133 0.34457 2.83298
H10 -0.74882 1.48394 1.97845
H11 0.79411 1.84007 0.40406
H12 0.39751 -2.94771 1.43921
H13 -0.23049 -2.57394 -0.03175
H14 1.94829 -1.18562 -0.93996
H15 2.85094 -0.98950 0.41238

Cartesian forces (eV/Å) of the 2 atoms listed first:
C 0.17 0.03 0.40
C 0.19 -1.62 1.34

Computed properties:
**HOMO-LUMO gap**: 9.24 eV
**SMILES string**: CC(C)[C@](C)(O)N(N)N
**E_HOMO**: -0.3059 Eh
**Strongest force on any atom**: 0.071 Eh/bohr

Atomic partial charges in e from the Löwdin method, atoms 1 to 4: atom 1 (C): -0.090, atom 2 (C): -0.321, atom 3 (C): -0.088, atom 4 (C): -0.546